{
  "formula": "C17H36Br4N4O3",
  "method": "ωB97M-V/def2-TZVPD",
  "species": ["C", "N", "C", "C", "O", "H", "H", "H", "H", "H", "H", "H", "C", "N", "C", "C", "O", "H", "H", "H", "H", "H", "H", "H", "C", "N", "C", "C", "O", "H", "H", "H", "H", "H", "H", "H", "Br", "C", "C", "Br", "H", "H", "H", "H", "Br", "C", "C", "Br", "H", "H", "H", "H", "C", "C", "C", "C", "N", "H", "H", "H", "H", "H", "H", "H"],
  "xyz": [[-2.55343, 2.19184, -5.23984], [-3.80868, 1.99679, -4.59827], [-4.94535, 1.78395, -5.44901], [-3.91434, 2.12139, -3.23111], [-4.93553, 1.96447, -2.57470], [-1.76262, 2.59865, -4.60957], [-2.58507, 2.97706, -5.99517], [-2.21752, 1.28366, -5.74030], [-5.74625, 1.47598, -4.77683], [-5.32062, 2.68120, -5.94117], [-4.76910, 0.95593, -6.13560], [-2.90406, 2.33490, -2.84907], [6.03610, 0.28403, 4.76593], [4.72741, 0.60257, 4.14038], [4.82544, 0.73370, 2.71174], [3.58099, 0.77477, 4.85061], [2.57858, 1.31230, 4.42190], [6.61670, 1.19732, 4.89596], [6.62496, -0.42927, 4.18927], [5.99790, -0.22984, 5.72644], [5.64723, 1.39439, 2.43562], [4.81373, -0.26673, 2.27920], [3.98886, 1.23311, 2.22304], [3.67476, 0.40614, 5.88382], [-0.53649, 0.59615, 5.86547], [-1.19115, -0.26276, 4.76958], [-2.71037, -0.16224, 4.83763], [-0.55911, -1.00961, 3.80927], [-1.13213, -1.64007, 2.92835], [0.54524, 0.46241, 5.87486], [-0.92995, 0.30764, 6.84018], [-0.72500, 1.66620, 5.77865], [-3.06569, -0.53814, 5.79708], [-3.00395, 0.87218, 4.65905], [-3.14259, -0.76761, 4.04088], [0.53447, -0.89102, 3.85634], [-1.40203, -1.28696, -4.73894], [0.37466, -0.93939, -4.04972], [1.27476, -0.03027, -4.89453], [3.04124, 0.26326, -3.97519], [0.78640, -1.93306, -3.87312], [0.33229, -0.50796, -3.04963], [0.88714, 0.97276, -5.07286], [1.52224, -0.37950, -5.89698], [-0.92433, -2.54784, -0.71623], [-1.87104, -3.41715, -2.22045], [-2.68634, -4.76434, -1.83555], [-1.44682, -6.22541, -1.25015], [-1.13588, -3.73603, -2.95934], [-2.48353, -2.76297, -2.84094], [-3.18533, -5.02509, -2.76889], [-3.44895, -4.59814, -1.07469], [2.16873, -0.19631, -0.16802], [1.44460, 0.79591, 0.70536], [-0.05094, 0.89907, 0.41927], [-0.18336, 1.44076, -0.97634], [-0.26451, 1.82136, -2.02617], [2.06576, -0.04174, -1.24208], [1.81122, -1.21628, -0.02680], [3.22345, -0.28186, 0.09342], [2.04994, 1.69320, 0.83393], [1.49118, 0.44001, 1.73457], [-0.58321, 1.62684, 1.03175], [-0.54082, -0.07440, 0.39750]],
  "forces_ev_per_angstrom": [[0.9583, 0.6639, -0.8384], [-0.1276, 0.5300, 0.8322], [-0.8674, -0.5718, 0.9707], [-0.4820, -0.5171, -0.7128], [0.9366, 0.2944, -0.5482], [-0.1367, -0.5840, 0.6321], [-0.5279, 0.0392, -0.3769], [0.1387, -0.0311, 0.0989], [-0.1404, -0.1018, -0.0745], [0.4056, 0.0919, -0.2966], [0.0923, 0.2080, -0.2473], [-0.2004, 0.0420, 0.5709], [-0.4087, -0.1799, 0.1801], [0.9370, -0.5318, 0.8299], [-0.8638, 0.5571, -0.7284], [0.6441, 0.4469, -0.3368], [-0.2000, -0.4457, -0.0117], [0.0573, 0.0095, -0.0630], [-0.2296, 0.2114, -0.5760], [-0.7083, 0.3276, 0.2122], [0.4819, -0.5919, -0.0184], [0.7273, 0.0463, -0.2792], [-0.4606, 0.0239, 0.6966], [-0.0086, 0.0656, 0.0768], [-0.1042, -1.3393, -1.1382], [-1.1337, 1.2538, 1.5118], [1.6510, -0.5133, -0.7695], [-0.7669, 0.9264, 0.0573], [0.4689, 0.2813, 0.6406], [-0.0816, -0.1109, -0.2252], [-0.0753, -0.2958, -0.0848], [-0.2164, -0.0751, -0.5782], [0.0704, 0.1885, 0.0312], [0.0170, 0.0206, 0.2590], [0.1924, -0.0365, 0.0630], [0.0526, -0.2014, 0.1266], [0.2330, 0.5394, -0.3580], [1.2239, 0.1025, 0.6979], [0.1845, 0.1400, -0.3846], [-1.0119, -0.2984, -0.4726], [0.2521, 0.1069, -0.4486], [-0.6356, 0.1682, -0.1694], [-0.2110, -0.0913, 0.5992], [0.0482, -0.5085, 0.2877], [-0.7665, -0.4759, -0.9252], [-0.4071, -2.3337, 0.1785], [1.2962, 1.8573, -0.2898], [-0.9175, 0.9467, -0.4259], [0.4371, -0.0205, 0.4410], [-0.3265, 0.3511, 1.0177], [0.2000, -0.5013, 0.1186], [0.3772, -0.1210, 0.1242], [0.1246, -0.9786, -0.2779], [0.3241, -0.8131, 1.6270], [0.3814, 1.4158, -2.0767], [0.0067, -1.7554, 4.2870], [-0.2756, 1.4011, -3.8424], [0.1646, 0.4493, 0.0450], [-0.3679, -0.0613, 0.2123], [0.1243, 0.3775, -0.1495], [-0.6812, 0.6489, -0.7272], [0.0247, -0.3894, 0.2168], [0.0639, -0.3380, 0.3788], [0.0430, 0.0808, 0.4304]],
  "energy_ev": -310484.482,
  "homo_energy_ev": -9.0,
  "smiles": "CN(C)C=O.CN(C)C=O.CN(C)C=O.BrCCBr.BrCCBr.CCCC#N",
  "mol_weight_g_mol": 664.12,
  "lumo_ev": 0.4,
  "relative_energy_ev": 0.0000,
  "orbital_gap_ev": 9.333
}